Entry 1:
C17H23N3O3 as an isolated structure in a non-equilibrium geometry. Source: OMol25; level of theory: ωB97M-V with the def2-TZVPD basis set.

Calculated values
energy	-28605.2780	eV
energy above the lowest of the compared OMol25 structures with the same formula, charge and spin	12.274	eV
LUMO level	0.32	eV
HOMO level	-8.056	eV
Kohn-Sham gap	8.38	eV

Last column: Mulliken charge in e.
Cartesian coordinates (Å):
C (0.491143, -0.334599, 3.256580)  -0.0229
C (0.361441, -0.962370, 1.688682)  -0.2694
C (1.894556, 0.594928, 2.894919)  -0.4671
C (1.800017, 1.476296, 1.449725)  -0.7380
C (2.207664, 1.415059, 4.104794)  -0.2383
C (3.696008, 1.920369, 4.039434)  -1.1748
C (-1.108338, -1.192528, -0.252873)  0.1985
C (-1.298454, -2.608064, 0.407438)  0.3933
C (-0.043767, -0.983525, -1.399083)  -0.7415
C (-0.672633, -0.949121, -2.740958)  -0.2062
C (-1.094925, -1.904245, -3.609960)  -0.6071
C (-1.473787, 0.253364, -3.343649)  1.0313
C (-2.072457, -0.082647, -4.519229)  -0.4856
C (-1.640896, 1.568059, -2.965162)  0.0675
C (-2.819938, 0.928087, -5.324729)  -0.8207
C (-2.500954, 2.622555, -3.594347)  -0.7397
C (-3.058234, 2.173471, -4.769933)  -0.2936
H (2.160295, -1.752088, 4.085501)  0.3736
H (0.346283, -2.432326, 4.114501)  0.3369
H (-0.437253, 0.291708, 3.581567)  0.2768
H (2.585782, -0.177515, 2.743271)  0.4700
H (1.277739, 2.426377, 1.807657)  0.2987
H (3.022176, 1.696233, 1.106620)  0.2491
H (1.227152, 0.808883, 0.627968)  0.0438
H (1.891221, 1.039125, 5.143718)  0.3766
H (1.502677, 2.315842, 4.016590)  0.2599
H (4.430618, 1.215096, 3.504711)  0.3194
H (4.033217, 2.719384, 3.345855)  0.3399
H (4.136762, 2.123555, 5.162291)  0.2232
H (-1.267871, 0.126323, 1.706182)  0.3109
H (-2.118082, -0.894024, -0.666278)  0.5420
H (0.827318, -0.326431, -0.949645)  0.2672
H (0.600817, -1.923492, -1.285282)  0.4516
H (-1.002795, -2.916215, -3.712880)  0.6178
H (-1.475698, -2.017169, -5.709749)  0.3599
H (-0.858031, 1.797574, -2.224177)  0.3347
H (-2.980266, 0.680279, -6.393545)  0.3173
H (-2.265749, 3.769507, -3.120419)  0.2175
H (-3.682695, 2.985872, -5.031441)  0.3734
H (-1.091557, -4.510803, -0.084676)  0.4306
N (0.880029, -1.273290, 4.267062)  -0.7533
N (-0.700237, -0.431061, 0.967884)  -0.0265
N (-1.898003, -1.445325, -4.635083)  -0.3016
O (1.182944, -1.741466, 1.361686)  -0.5860
O (-1.938908, -2.589127, 1.454702)  -0.5788
O (-1.054331, -3.500517, -0.506239)  -0.4304

Force components x, y, z for each atom (eV/Å):
1.484 1.051 -3.781
-2.712 2.852 3.763
-3.591 0.163 -0.778
1.889 -1.315 1.229
-0.090 2.773 0.403
2.341 -0.545 1.666
0.237 1.114 1.094
-2.948 3.423 -0.119
2.269 -2.434 2.642
-2.180 2.449 -1.710
0.482 1.689 0.526
0.829 0.351 1.379
-1.770 1.478 -2.319
0.500 3.065 0.913
1.394 -2.471 0.481
5.095 -1.706 4.100
-0.164 0.917 0.559
-4.980 2.184 0.293
1.776 4.795 0.349
1.661 -1.042 -0.479
1.093 -1.121 -0.246
0.644 -1.079 -1.270
-3.848 -0.495 0.897
1.562 2.265 1.958
0.934 -0.230 -1.772
1.014 -0.750 0.181
-1.261 -0.265 1.402
-1.383 0.600 0.805
-0.982 -0.346 -2.978
0.442 -1.523 -2.670
1.017 -0.156 0.879
-2.201 -0.122 -1.799
-0.975 0.775 -0.710
0.982 -2.548 0.592
-2.201 2.649 4.135
-0.890 0.717 0.287
-0.596 0.230 0.968
-1.488 -3.471 -1.800
-0.880 0.142 -2.251
-0.143 3.684 -1.473
2.452 -6.437 -0.407
0.294 1.229 1.919
1.428 -2.630 -5.525
1.311 -2.047 -1.616
1.672 -2.136 -1.457
0.480 -5.723 1.738

---

Entry 2:
One molecule with the formula C17H23N3O3 in a non-equilibrium geometry. Source: OMol25; level of theory: ωB97M-V with the def2-TZVPD basis set.

Calculated values
energy	-28613.5261	eV
structure (SMILES)	CC(C)C[C@H](N)C(=O)N[C@@H](Cc1c[nH]c2ccccc12)C(=O)O
energy above the lowest of the compared OMol25 structures with the same formula, charge and spin	4.026	eV
LUMO level	0.46	eV
HOMO level	-8.185	eV
Kohn-Sham gap	8.64	eV

Last column: Mulliken charge in e.
Cartesian coordinates (Å):
C (3.465289, 2.458015, -0.316216)  -1.4003
C (3.923506, 1.058071, -0.824032)  0.9189
C (5.218869, 0.997801, -1.611182)  -1.6052
C (4.216252, 0.102526, 0.373426)  -1.5345
C (3.062738, -0.144546, 1.374604)  0.3867
N (3.387568, -1.165532, 2.366867)  -0.7695
C (1.966171, -0.751305, 0.467590)  0.0545
O (2.251960, -1.520536, -0.378807)  -0.5994
N (0.733310, -0.296766, 0.773969)  -0.0183
C (-0.496045, -0.987441, 0.429285)  0.0738
C (-1.346768, -0.292344, -0.732091)  -1.0858
C (-2.820465, -0.616642, -0.644909)  0.7322
C (-3.451411, -1.730963, -1.049629)  -0.5432
N (-4.846335, -1.683731, -0.595647)  -0.1407
C (-5.057626, -0.413890, -0.131621)  -0.3195
C (-6.280476, 0.198675, 0.160838)  -0.6295
C (-6.282684, 1.450959, 0.769556)  -0.5886
C (-5.046606, 2.214829, 0.729170)  -0.5261
C (-3.812759, 1.693273, 0.192800)  -0.4406
C (-3.813293, 0.348020, -0.130899)  0.7524
C (-0.326030, -2.559165, 0.105864)  0.2274
O (-0.836981, -3.454816, 0.820935)  -0.6202
O (0.323111, -2.835323, -1.052147)  -0.5916
H (3.029124, 2.893351, -1.155776)  0.4490
H (4.380938, 3.066816, 0.000629)  0.2761
H (2.813301, 2.368239, 0.513218)  0.3458
H (3.105131, 0.565433, -1.362633)  0.1643
H (5.484192, 0.032770, -1.973683)  0.4287
H (6.169468, 1.282494, -0.997006)  0.2820
H (5.149740, 1.670067, -2.431663)  0.4458
H (4.321667, -0.900447, -0.124941)  0.4662
H (5.081707, 0.304487, 0.899203)  0.6737
H (2.483339, 0.704731, 1.808991)  0.2931
H (2.500689, -1.646922, 2.451657)  0.2968
H (4.022035, -1.810689, 2.038973)  0.3018
H (0.573375, 0.269767, 1.552607)  0.3433
H (-1.187699, -0.951087, 1.283552)  0.3949
H (-0.861714, -0.569456, -1.656263)  0.2747
H (-1.137101, 0.795108, -0.639283)  0.3750
H (-3.186810, -2.700765, -1.531492)  0.4038
H (-5.555196, -2.327965, -1.046031)  0.2849
H (-7.350168, -0.197159, -0.001229)  0.2187
H (-7.222635, 1.901325, 1.036930)  0.3766
H (-5.085092, 3.261619, 0.997524)  0.3547
H (-2.970345, 2.413668, 0.087524)  0.3189
H (1.310739, -2.494533, -0.848536)  0.4980

Force components x, y, z for each atom (eV/Å):
3.353 -0.893 -0.194
0.555 -0.830 2.511
1.431 1.442 1.128
-2.510 -1.189 -0.856
-0.729 -0.071 -1.871
-2.314 2.130 0.958
-0.159 3.625 3.485
1.031 -2.957 -2.738
-0.849 -1.863 -1.452
-2.063 -1.279 -0.918
1.176 0.028 0.796
0.821 1.577 -0.441
-2.609 -1.798 0.791
1.606 -0.863 -2.097
-0.351 1.275 -0.257
-1.978 -0.062 0.921
2.747 0.604 -1.469
-0.020 -1.077 -0.626
-1.906 1.391 1.435
-0.743 -2.596 -0.471
-1.259 -1.860 1.262
1.465 3.299 -2.176
0.538 0.010 1.490
-1.005 1.369 -1.077
-1.246 -0.739 -0.382
-0.806 0.072 0.615
0.184 0.367 -0.257
-0.293 -0.960 -0.388
-1.845 -0.093 -0.750
0.264 0.594 -0.941
0.280 0.769 0.709
1.985 0.797 0.951
1.484 -0.094 0.243
0.208 -0.556 0.889
1.781 -1.588 -1.110
0.501 1.023 1.241
0.576 -0.118 0.091
-0.177 -0.271 -0.504
-0.470 -0.511 0.100
0.354 1.210 0.578
1.163 1.520 1.054
2.127 -0.161 0.166
0.005 0.231 0.188
0.050 0.007 0.149
-0.540 -0.990 0.083
-1.812 0.078 -0.856

---

Entry 3:
One molecule with the formula C17H23N3O3 in a non-equilibrium geometry. Source: OMol25; level of theory: ωB97M-V with the def2-TZVPD basis set.

Calculated values
energy	-28615.5329	eV
structure (SMILES)	CC[C@H](C)[C@H](N)C(=O)N[C@@H](Cc1c[nH]c2ccccc12)C(=O)O
energy above the lowest of the compared OMol25 structures with the same formula, charge and spin	2.019	eV
LUMO level	0.64	eV
HOMO level	-7.861	eV
Kohn-Sham gap	8.50	eV

Last column: Mulliken charge in e.
Cartesian coordinates (Å):
C (4.180989, -1.372496, 4.366522)  -1.3511
C (3.764105, -2.082909, 3.089117)  -0.4611
C (2.418861, -2.784127, 3.000098)  0.3696
C (2.272526, -3.442751, 1.619681)  -1.5011
C (1.190907, -1.909176, 3.265221)  0.6981
N (-0.028892, -2.791051, 3.217467)  -0.7385
C (0.877606, -0.735186, 2.374513)  -0.2326
O (1.451818, 0.308049, 2.539807)  -0.7737
N (0.050106, -0.928487, 1.271687)  0.0141
C (-0.192691, 0.193243, 0.374111)  -0.1599
C (-0.828234, -0.311146, -0.945860)  -0.6575
C (-0.577965, 0.473441, -2.231200)  0.0772
C (0.498683, 0.406979, -3.069605)  -0.7327
N (0.313039, 1.194833, -4.180999)  -0.0963
C (-0.984848, 1.694468, -4.184238)  -0.5477
C (-1.821956, 2.328475, -5.153957)  -0.7365
C (-3.080693, 2.783249, -4.775211)  -0.3361
C (-3.611033, 2.493509, -3.508468)  -0.8391
C (-2.850464, 1.722969, -2.620184)  -0.0826
C (-1.524135, 1.291460, -2.941096)  0.7351
C (-1.173973, 1.114347, 1.094995)  0.5874
O (-2.365945, 1.107300, 0.874489)  -0.5799
O (-0.623241, 1.864826, 2.044871)  -0.5457
H (3.635596, -0.493645, 4.779456)  0.2757
H (4.148029, -2.083775, 5.152529)  0.3770
H (5.256765, -1.038792, 4.252531)  0.3585
H (3.668615, -1.273335, 2.309070)  0.1922
H (4.605810, -2.762046, 2.744587)  0.3814
H (2.337916, -3.600677, 3.758743)  0.3839
H (1.204196, -3.749413, 1.389295)  0.3449
H (2.623438, -2.779082, 0.800355)  0.2788
H (2.846765, -4.391375, 1.477142)  0.4223
H (1.305039, -1.409919, 4.307989)  0.2722
H (-0.705439, -2.313731, 3.784185)  0.2358
H (0.124337, -3.697753, 3.691683)  0.2664
H (-0.647063, -1.649362, 1.403931)  0.3774
H (0.736671, 0.759178, 0.193622)  0.3548
H (-0.263098, -1.269459, -1.146615)  0.3275
H (-1.906760, -0.551691, -0.865474)  0.5094
H (1.444988, -0.139095, -3.053643)  0.4305
H (0.820363, 1.032984, -5.035674)  0.2502
H (-1.510820, 2.635608, -6.147614)  0.3135
H (-3.562498, 3.446327, -5.454448)  0.3947
H (-4.609533, 2.759386, -3.274608)  0.4218
H (-3.204112, 1.387807, -1.623044)  0.2936
H (0.263886, 1.427295, 2.198955)  0.4278

Force components x, y, z for each atom (eV/Å):
1.166 0.731 0.240
0.244 1.531 -1.622
-0.054 -0.985 -0.306
-0.553 -1.038 -1.218
-1.392 -0.298 2.281
0.742 -0.119 0.616
-0.162 -1.758 -2.224
0.935 1.884 0.462
0.983 0.075 1.575
-1.180 0.353 -0.711
1.502 -1.304 -1.010
-0.090 0.037 0.172
0.646 -0.184 0.082
-0.661 0.142 -1.131
-0.756 -0.516 0.072
0.627 0.621 0.709
1.165 -0.568 0.587
1.488 -1.235 0.298
0.344 -0.476 0.504
-1.774 1.276 -0.213
-1.308 0.245 -0.140
0.764 0.207 0.067
0.480 -0.541 0.054
-0.082 -0.533 -1.015
0.260 -0.779 1.052
-1.154 -0.360 0.190
0.441 -0.752 0.380
-1.106 0.627 0.462
0.142 0.559 -0.266
1.209 0.587 0.335
-0.326 -0.165 0.526
-0.138 0.762 0.512
-0.054 -0.861 -1.513
-0.666 0.033 0.233
0.137 0.770 -0.418
0.060 -0.137 -0.359
-0.206 -0.545 0.020
-0.804 0.604 0.321
0.691 0.255 0.287
-0.454 0.101 0.480
0.118 0.118 0.124
0.453 -0.269 0.148
-0.683 0.100 -0.445
-0.682 0.387 0.344
-0.147 0.512 -0.774
-0.161 0.907 0.232

---

Entry 4:
One molecule with the formula C17H23N5O3S2 in a non-equilibrium geometry. Source: OMol25; level of theory: ωB97M-V with the def2-TZVPD basis set.

Calculated values
energy	-53265.8676	eV
structure (SMILES)	Cn1cnnc1SCC(=O)Nc1cccc(S(=O)(=O)N2CCCCCC2)c1
energy above the lowest of the compared OMol25 structures with the same formula, charge and spin	0.000	eV
LUMO level	0.21	eV
HOMO level	-8.704	eV
Kohn-Sham gap	8.92	eV

Last column: Mulliken charge in e.
Cartesian coordinates (Å):
C (-0.805617, -0.684906, -6.322653)  -0.8584
N (-1.744711, -0.561366, -5.246679)  0.0821
C (-2.829790, 0.256751, -5.135092)  0.1136
N (-3.423795, 0.079199, -3.996964)  -0.9705
N (-2.747411, -0.862643, -3.320921)  -0.0835
C (-1.738866, -1.245227, -4.067072)  0.2826
S (-0.538235, -2.438448, -3.687639)  -0.1684
C (-1.255352, -3.169764, -2.178839)  -0.9007
C (-0.950271, -2.346367, -0.926483)  0.6197
O (-0.030894, -2.631417, -0.193379)  -0.5961
N (-1.811324, -1.313713, -0.769373)  0.0330
C (-1.806761, -0.362135, 0.249985)  0.2889
C (-2.478582, 0.841239, 0.024583)  -0.4996
C (-2.499445, 1.824014, 0.996256)  -0.8596
C (-1.846742, 1.624591, 2.204368)  -0.3073
C (-1.202646, 0.423450, 2.424293)  -0.0655
S (-0.305910, 0.166061, 3.962020)  1.1977
O (-0.704745, 1.187944, 4.886246)  -0.7460
O (-0.444515, -1.205120, 4.353034)  -0.6967
N (1.288804, 0.435983, 3.586812)  0.0764
C (1.978184, -0.627162, 2.890224)  -1.1260
C (2.216061, -0.392918, 1.396202)  0.0014
C (3.504792, 0.381919, 1.128125)  -1.0554
C (3.428692, 1.856108, 1.518934)  -0.5989
C (3.040031, 2.103461, 2.976758)  -0.9622
C (1.566809, 1.818835, 3.262056)  -0.4402
C (-1.175869, -0.575397, 1.472761)  -0.5480
H (-0.654506, -1.739511, -6.557521)  0.3207
H (-1.192916, -0.165181, -7.196673)  0.3160
H (0.155829, -0.252341, -6.038215)  0.3187
H (-3.139877, 0.945962, -5.891888)  0.3979
H (-0.771478, -4.141921, -2.088107)  0.4273
H (-2.325225, -3.281519, -2.345595)  0.4141
H (-2.431507, -1.105528, -1.564118)  0.2656
H (-2.984808, 0.992922, -0.917965)  0.4969
H (-3.022756, 2.749685, 0.810805)  0.4094
H (-1.844483, 2.367608, 2.985338)  0.5406
H (2.940849, -0.800214, 3.385965)  0.4020
H (1.366834, -1.515298, 3.051647)  0.4434
H (1.364853, 0.133428, 0.961076)  0.1563
H (2.278373, -1.365732, 0.906173)  0.4374
H (4.322661, -0.094648, 1.673837)  0.3771
H (3.742863, 0.320950, 0.063224)  0.3450
H (4.405383, 2.311167, 1.335238)  0.3705
H (2.705714, 2.362747, 0.873947)  0.2965
H (3.663020, 1.508855, 3.644114)  0.3393
H (3.222022, 3.156218, 3.203216)  0.3788
H (1.231885, 2.387961, 4.132350)  0.4513
H (0.965376, 2.147510, 2.398919)  0.3155
H (-0.679995, -1.506092, 1.686670)  0.5674

Force components x, y, z for each atom (eV/Å):
0.443 -0.055 -0.299
-0.366 -0.168 0.740
0.004 -0.002 0.034
-0.775 0.792 -0.391
0.517 -0.641 0.108
-0.086 0.041 -0.092
0.271 -0.223 0.071
0.102 0.170 -0.182
-0.272 -0.063 -0.374
0.275 -0.158 0.219
-0.337 0.059 -0.045
0.235 0.194 0.402
0.058 -0.077 0.049
0.040 -0.077 0.017
-0.025 0.160 0.143
0.215 0.050 0.520
0.085 0.015 0.185
0.013 0.207 -0.311
0.055 -0.107 -0.341
-1.003 -0.174 0.444
0.096 -0.535 -0.323
0.304 -0.002 0.123
-0.245 0.187 -0.155
0.257 -0.176 0.128
-0.226 -0.024 -0.251
0.041 0.732 0.210
-0.022 -0.239 -0.118
-0.041 0.065 -0.076
0.036 -0.054 0.028
-0.047 0.006 -0.080
-0.019 0.166 -0.242
-0.063 0.100 0.039
-0.003 -0.082 0.031
0.185 -0.199 0.168
-0.049 0.032 -0.117
-0.047 0.071 -0.012
-0.046 0.136 0.045
-0.085 -0.053 -0.023
0.260 -0.086 -0.057
-0.059 -0.057 -0.085
-0.095 0.003 -0.014
0.082 -0.055 -0.007
0.080 -0.042 0.014
-0.033 0.065 -0.061
-0.004 0.061 -0.037
0.111 0.028 0.125
-0.016 -0.049 0.083
0.095 0.113 -0.206
0.078 0.051 0.034
0.025 -0.105 -0.065